(1)
C49H63ClF5N5O3P | the ωB97M-V functional and the def2-TZVPD basis

Structure (XYZ):
```
127
Properties=species:S:1:pos:R:3:lowdin_charge:R:1
Cl 0.22795 4.75318 -1.81067 0.6485
P -2.17831 -0.75797 1.99137 0.6639
F 4.92355 -3.41465 2.11940 0.0396
F 8.80237 -6.09168 3.42771 0.0431
F -4.37950 4.45735 -3.84592 0.0393
F -1.55958 -0.03688 -6.94512 0.0433
F -5.27613 -2.41154 -3.19933 -0.0632
O -3.68563 2.73328 1.19835 0.0935
O -3.72155 -1.30436 1.71462 -0.1697
O -2.10847 0.45023 3.12517 -0.1969
N -1.06299 3.47325 0.25500 -0.0227
N -1.38396 -1.98254 2.61791 -0.1663
N -4.48207 3.43688 3.23267 0.0760
N -0.70266 1.20291 0.78407 -0.0331
N -1.15998 1.94392 -1.54029 0.1328
C -3.46540 0.14611 -0.99729 -0.1491
C -4.32534 2.35518 4.17767 -0.2437
C -2.57630 -3.45075 -7.59277 -0.0761
C 6.33581 -6.74806 2.01120 -0.0737
C -3.76268 4.69865 -5.02260 -0.2953
C -1.00244 2.21673 -0.17373 -0.2542
C -4.24038 -1.51341 -2.88119 -0.1990
C 1.35369 0.86970 2.28845 -0.1398
C -4.02984 -0.00684 5.99746 -0.0638
C 0.82562 1.18867 0.83651 -0.1168
C -5.15538 1.15786 4.02550 -0.0410
C -0.86398 3.86261 1.65853 -0.0984
C 10.47807 -3.19125 4.79937 -0.0819
C 5.20171 -7.49198 1.70369 -0.0880
C 10.75287 -5.05915 6.29572 -0.0791
C -2.49633 5.18598 -7.42512 -0.0851
C 5.01516 -4.75354 1.98317 -0.2801
C -3.20950 1.20643 6.16932 -0.0724
C -1.95667 -0.29392 -0.90438 -0.2197
C -1.32957 0.18378 -3.39780 -0.0294
C -0.22826 -3.40234 -7.05800 -0.0812
C -4.32162 5.59824 -5.91066 -0.0151
C -3.68098 5.84715 -7.11784 -0.0708
C 2.46386 -0.24763 2.37372 -0.4038
C 3.53099 -0.22193 1.21189 -0.0869
C 9.74446 -3.99217 3.93367 -0.0217
C 9.51788 -5.31572 4.26449 -0.2783
C -1.78546 6.93817 -1.47867 -0.1218
C -1.65082 5.92779 -0.24053 -0.2482
C -2.16416 4.22337 2.47204 -0.0494
C 6.24233 -5.36844 2.14675 -0.0120
C -5.02321 0.01434 4.91095 -0.0893
C 3.97514 -6.85991 1.53738 -0.0838
C 10.98417 -3.72600 5.97836 -0.0948
C -4.40926 -1.09806 -1.36103 -0.1505
C -1.49794 -1.37387 -7.09554 -0.2989
C 1.89008 -1.71486 2.53803 -0.0913
C -1.24920 -0.14711 0.47922 -0.2536
C -1.29287 4.49556 -0.80370 -0.5582
C -2.64284 -2.07262 -7.43301 -0.0187
C -2.58362 4.03989 -5.31322 -0.0301
C 10.01045 -5.85860 5.43661 -0.0140
C -1.37062 -4.11490 -7.40296 -0.0912
C -0.29033 -2.02260 -6.90823 -0.0280
C -3.34445 2.36358 5.27378 -0.0254
C 3.87890 -5.48224 1.68316 -0.0246
C -1.00676 0.52133 -1.90475 -0.2838
C -3.43423 3.38111 2.19085 -0.3736
C -1.94881 4.28095 -6.52458 -0.0754
H 1.32115 -1.70232 3.51348 0.0738
H -2.45574 1.18118 6.99094 0.1023
H -3.90257 -0.89462 6.66039 0.1049
H 3.07097 -0.76627 0.33389 0.0800
H 10.65577 -2.15107 4.55465 0.1053
H 3.09333 -7.44038 1.29395 0.1047
H -3.68168 0.90059 -1.81108 0.1156
H -1.84293 -1.37160 -1.22352 0.1544
H 4.38913 -0.86621 1.54815 0.0759
H 0.71039 -3.92141 -6.90656 0.1069
H -2.66846 3.23752 5.44042 0.1004
H -4.28712 -1.07700 2.48625 0.0691
H -3.24799 -2.04357 -2.94957 0.1086
H 11.56015 -3.10121 6.65086 0.1025
H 1.81476 1.81433 2.70425 0.1175
H -5.89310 1.14191 3.19243 0.1125
H 0.53903 0.60222 3.01629 0.1008
H -0.86110 7.57188 -1.45698 0.0778
H 2.92974 -4.97324 1.56582 0.1093
H -2.00015 5.37812 -8.36897 0.1064
H -1.31990 -5.19054 -7.52377 0.1047
H -3.57602 -1.53978 -7.56855 0.1181
H -0.34837 -0.82636 0.41615 0.1284
H 7.11375 -4.77094 2.37767 0.0971
H -2.66392 7.62939 -1.35418 0.0840
H 5.27565 -8.56760 1.59379 0.1031
H -5.24885 6.09710 -5.65708 0.1197
H -3.46527 -4.00629 -7.86553 0.1089
H -0.52850 0.51162 -4.11278 0.0963
H -1.42977 -0.93084 -3.52830 0.0893
H -1.02823 3.76321 -6.76550 0.1080
H 1.16452 -1.99957 1.73314 0.0546
H -0.86661 6.34586 0.43807 0.1090
H -5.45719 -0.68172 -1.29527 0.1270
H -4.26178 -1.96666 -0.67863 0.1093
H -2.06027 2.24307 -1.92378 0.1282
H -1.55815 0.14253 3.86974 0.0736
H -2.33994 0.60631 -3.64922 0.0745
H 2.71370 -2.46475 2.67749 0.0647
H -1.91817 4.10868 3.56570 0.1183
H -4.10489 6.55541 -7.81901 0.1102
H -2.03153 -2.77829 2.64360 -0.0068
H -2.17443 4.23052 -1.45059 0.1276
H -5.40444 3.42561 2.79257 0.1279
H 9.34910 -3.59545 3.00640 0.1122
H -3.84781 0.52400 -0.01943 0.0854
H 9.81277 -6.89710 5.67151 0.1185
H 1.28017 0.57139 0.02302 0.1154
H 7.28885 -7.24178 2.14414 0.0972
H -2.66711 5.91835 0.24164 0.1130
H -1.93293 6.41303 -2.45398 0.0609
H -2.43711 5.30442 2.34188 0.1238
H 11.15109 -5.47620 7.21272 0.1070
H -2.16733 3.34366 -4.59390 0.0963
H -5.63798 -0.90854 4.78933 0.1047
H -0.19307 4.76839 1.70347 0.1414
H 0.04641 0.16111 -1.71808 0.1512
H 0.59142 -1.44953 -6.64768 0.1141
H 1.13454 2.25350 0.61896 0.1300
H 3.03105 -0.05231 3.33249 0.1346
H -4.24241 -0.61683 -3.55759 0.1170
H 3.90183 0.79559 0.93254 0.0818
H -0.30140 3.10288 2.26697 0.1244
```

Properties
**Kohn-Sham gap**: 7.72 eV
**Max |F|**: 0.083 hartree/bohr
**E**: -100819.2857 eV
**E_HOMO**: -10.49 eV
**Charge**: +1

(2)
C12H21O11Tl2 | the ωB97M-V functional and the def2-TZVPD basis

Structure (XYZ):
```
46
Properties=species:S:1:pos:R:3:nbo_charge:R:1
Tl -2.89857 24.61608 5.56860 0.9719
Tl -4.97786 22.92052 9.68960 0.9779
O -6.76177 20.95339 7.77889 -0.6920
O -6.07895 24.16762 5.17085 -0.4999
O -8.06945 26.17356 5.27794 -0.4425
O -7.74549 19.90699 5.35682 -0.7441
O -4.01877 22.86005 3.53303 -0.4810
O -4.86957 20.16239 10.53630 -0.7808
O -1.81472 21.95973 4.88240 -0.4513
O -2.73700 17.63099 3.75912 -0.2351
O -5.30513 18.45730 3.00457 -0.3297
O -2.95855 21.24549 8.77754 -0.7502
O -4.87117 22.89689 6.66737 -0.9994
C -4.42613 19.23375 3.22535 0.3434
C -7.40635 23.89909 5.00627 -0.0706
C -8.17135 25.14287 4.37325 -0.0301
C -7.61012 19.82717 7.72438 -0.1046
C -2.12737 19.77231 4.15498 0.1324
C -2.51450 21.19520 4.26210 0.3339
C -4.68072 20.65725 3.12556 -0.0450
C -7.39637 19.05418 6.45699 -0.0963
C -3.04716 18.78308 3.63954 0.3049
C -3.79398 21.68084 3.61856 0.3358
C -3.53032 19.92933 8.56015 -0.1085
C -3.84644 19.35341 9.90034 -0.1009
H -7.66266 25.42836 3.44125 0.2497
H -2.71198 21.59660 7.91325 0.4702
H -9.21517 24.90124 4.19907 0.2653
H -1.14967 19.57965 4.59775 0.2870
H -6.34099 18.79976 6.30975 0.1524
H -4.45782 20.11767 7.99920 0.1692
H -4.23308 18.34599 9.74817 0.2088
H -5.65657 23.44078 5.77133 0.4746
H -2.90272 19.21492 8.02175 0.1993
H -8.03624 18.16827 6.45151 0.2237
H -7.12279 26.31668 5.44591 0.4966
H -7.85720 23.57145 5.94542 0.2251
H -7.52965 19.23761 8.63479 0.2207
H -2.99506 19.45297 10.57337 0.2220
H -8.64986 20.19127 7.73876 0.2132
H -4.66571 21.96838 6.49256 0.4536
H -7.38217 19.49837 4.56416 0.4815
H -7.55974 23.10626 4.23843 0.2997
H -5.34450 19.57096 11.13190 0.5087
H -5.63264 20.91319 2.66520 0.2686
H -6.60422 21.27499 6.88156 0.4718
```

Properties
**Kohn-Sham gap**: 2.79 eV
**Max |F|**: 0.074 hartree/bohr
**E**: -44654.6700 eV
**E_HOMO**: -18.48 eV
**Charge**: +3

(3)
C4H8OS | the ωB97M-V functional and the def2-TZVPD basis

Structure (XYZ):
```
14
Properties=species:S:1:pos:R:3:nbo_charge:R:1
S -1.36069 -1.19625 1.53823 -0.1580
O -0.25223 -0.12118 -0.65048 -0.5027
C -0.39472 -1.05248 0.19023 0.2251
C 0.53202 1.85196 0.58226 -0.6719
C -0.42793 1.31264 -0.25219 -0.1019
C 0.26298 -2.23181 -0.42107 -0.6390
H -0.60975 -2.63135 -1.26342 0.2587
H 0.17827 3.01991 0.55149 0.2479
H -0.36068 1.63864 -1.29140 0.2052
H 1.67808 1.54568 0.26186 0.2391
H 1.41618 -1.87688 -1.46651 0.1755
H 0.64342 -3.14000 0.24808 0.2580
H 0.26184 1.58054 1.67751 0.2413
H -1.56679 1.30056 0.29541 0.2227
```

Properties
**Kohn-Sham gap**: 9.01 eV
**ΔE to the lowest compared entry with this formula, charge and spin**: 4.769 eV
**Max |F|**: 0.146 hartree/bohr
**E**: -17155.6814 eV
**E_HOMO**: -8.63 eV